112
Properties=species:S:1:pos:R:3:forces:R:3:mulliken_charge:R:1 method="wB97M-V/def2-TZVPD" charge=+4 total_energy_ev=-63790.4173
F -1.212802 0.182451 -2.444131 0.65 -0.19 0.72 -0.338
F 0.759526 0.761010 -1.261627 -1.02 -0.68 -0.24 -0.453
F -0.385656 -1.265778 -0.770192 -0.14 1.36 -0.48 -0.277
F -1.289000 0.869834 -0.196473 0.64 -0.94 -0.95 -0.312
O -0.050404 4.468833 0.900430 -0.93 0.59 0.11 -0.055
O 3.205710 -2.579868 0.575248 0.76 -3.12 1.46 -0.376
O -0.651162 -5.990350 0.538014 0.94 2.36 0.13 -0.253
O 1.309601 3.041142 2.848819 0.82 -1.35 0.27 -0.437
N -1.748129 -6.196313 -3.367270 -1.73 -4.23 -0.84 0.132
N -0.738734 2.425082 -6.220166 0.35 -0.33 -1.85 0.188
N 2.091354 -5.505882 1.089860 1.04 -0.78 0.10 -0.148
N -1.170748 -4.227099 -3.444219 1.18 5.01 -1.92 0.201
N 2.146876 5.718239 1.914200 -0.08 0.14 -0.70 -0.141
N 0.276132 3.547502 -4.726052 0.54 1.39 0.29 0.163
N -2.763911 2.288850 4.491250 -1.45 -1.22 -0.32 0.158
N -1.318540 3.646745 5.232103 1.65 2.88 1.29 0.494
C 2.555682 3.315592 2.240495 1.08 -1.40 -0.53 -0.623
C -0.161123 3.562766 -5.967121 -0.24 2.13 -0.18 -0.253
C -0.001080 3.755336 7.336733 0.10 0.79 0.66 -1.309
C -1.062997 -5.292638 -2.788204 2.07 -1.30 3.58 0.221
C -0.521431 1.599959 -5.179455 -1.76 -1.63 0.11 -0.713
C -2.222672 -5.711443 -4.541905 -2.22 -2.67 -0.43 -0.612
C 1.089211 -4.541873 1.560493 -1.74 0.04 -0.15 -0.298
C 0.925989 5.514839 2.757757 1.06 2.63 1.14 -0.482
C -3.370475 1.005273 4.043212 0.02 0.61 1.23 -0.880
C -0.782366 -7.347309 0.746640 -0.62 -1.45 1.38 -0.715
C 2.919685 -1.533904 -0.194234 -0.81 3.01 -2.60 -0.421
C -1.569483 2.407179 5.015234 1.08 -1.92 -0.51 -0.219
C 3.445597 -4.878618 0.809806 -0.41 -0.82 1.76 -0.821
C -1.086118 -8.562414 -2.940079 0.47 -0.25 1.34 -1.102
C -1.222146 4.172676 0.162457 -0.13 0.47 0.17 -0.801
C 3.300341 -3.774810 -0.164550 0.19 0.48 -0.49 -0.184
C -3.337403 3.526958 4.476271 -0.97 0.26 -0.53 -0.504
C 0.429543 2.075929 2.280534 0.51 -0.46 -0.39 -0.187
C -1.307382 2.050734 -7.503603 0.91 -0.57 -0.86 -0.747
C 0.852946 4.759567 -4.050872 -1.69 0.35 -1.15 -0.513
C 2.484919 4.424816 1.241781 0.76 0.67 -0.78 -0.520
C 0.000905 2.328508 -4.202443 1.20 0.70 2.04 -0.130
C -1.921018 -4.454013 -4.546968 0.01 3.10 -1.37 -0.332
C 1.283976 4.508769 -2.674724 1.48 -0.75 1.07 -1.185
C -2.411450 4.391081 4.910790 -0.30 0.66 0.65 -0.642
C -2.153941 -7.493785 -2.788475 0.92 -0.45 0.01 -0.482
C -0.293510 5.395174 1.935099 -1.47 -0.45 -0.10 -0.208
C -0.071812 4.174228 5.884146 -0.06 -1.47 -0.07 -0.323
C -0.279901 -5.236891 1.709594 -0.38 -0.43 0.37 -0.842
C -0.474836 -2.942992 -3.296758 -1.71 0.57 0.36 -0.926
B -0.542193 0.115369 -1.198562 -0.05 0.52 1.09 0.486
H -1.244482 -2.191540 -3.083076 0.13 -0.12 0.15 0.507
H 1.345956 -4.144853 2.541090 0.42 -0.04 -0.10 0.333
H 2.984045 2.454503 1.687799 -0.58 0.07 0.20 0.248
H -1.397546 -9.466889 -2.403549 -0.32 0.01 -0.47 0.412
H -1.573968 5.090512 -0.321913 -0.11 -0.22 -0.19 0.263
H 4.153366 -3.801375 -0.856554 -0.08 0.40 0.08 0.545
H -4.364733 3.748866 4.240597 -0.01 -0.36 -0.24 0.515
H 1.625643 5.153304 -4.701211 0.21 -0.09 0.03 0.440
H 3.711593 -4.521588 1.805013 0.45 0.44 -0.25 0.408
H 1.068302 -3.725065 0.845181 -0.17 0.06 0.05 0.199
H 0.158734 -2.938691 -2.428921 0.61 -0.07 -0.07 0.060
H -0.425250 -5.466862 -1.946584 -0.16 0.16 0.51 0.321
H 3.600044 -1.418445 -1.054652 0.19 -0.04 0.23 0.397
H -2.534694 5.416646 5.200663 0.20 0.23 -0.19 0.518
H 0.291628 1.266191 3.000256 -0.24 0.14 0.07 0.343
H 0.486207 4.360272 -1.958781 -0.31 -0.17 -0.08 0.202
H -1.717009 -7.584526 1.275156 0.00 0.04 -0.21 0.279
H -0.793561 -8.815186 -3.949080 -0.06 0.06 -0.23 0.358
H -2.307822 -7.314672 -1.728000 -0.35 0.04 -0.01 0.290
H -0.482340 2.600342 2.009805 -0.17 -0.45 0.15 -0.050
H -0.176559 4.455583 -6.569608 0.08 -0.15 -0.30 0.442
H 1.113327 4.647714 3.367616 -0.22 0.47 0.06 0.100
H 1.911537 -1.553419 -0.652214 0.11 -0.09 0.42 0.122
H -0.199685 -8.291808 -2.339923 0.00 0.22 -0.57 0.264
H 1.809309 -5.960043 0.213663 -0.50 -0.05 0.42 0.335
H -0.929391 3.402222 -0.532309 -0.29 -0.25 -0.27 -0.021
H -2.002959 3.813337 0.838032 -0.08 -0.16 -0.13 0.492
H -0.033346 5.244173 5.761205 -0.17 0.26 -0.17 0.425
H -0.720896 6.331530 1.537990 0.51 0.01 -0.01 0.540
H 2.382466 -3.893734 -0.780443 0.29 -0.08 0.02 -0.022
H -0.915118 4.023259 7.867098 -0.10 -0.26 -0.02 0.384
H 0.779178 4.325540 7.855162 0.01 -0.10 -0.27 0.426
H -1.885589 2.851819 -7.940234 -0.44 0.04 0.25 0.310
H -2.879932 -6.269681 -5.184045 0.07 -0.15 -0.01 0.430
H 0.040475 5.491593 -4.003831 0.09 0.02 -0.39 0.344
H 2.222489 -6.229402 1.815057 -0.11 0.07 -0.50 0.413
H 0.000508 -7.730807 1.416802 0.14 -0.17 -0.41 0.409
H 1.684621 4.285378 0.519801 0.57 -0.29 0.15 0.252
H -1.082776 5.018709 2.619545 0.16 -0.01 -0.25 -0.078
H -0.262832 -5.890874 2.604476 0.19 -0.05 -0.50 0.511
H 0.909488 6.407980 3.389278 -0.46 -0.02 0.00 0.505
H -0.791589 -7.857148 -0.204255 0.21 -0.17 -0.19 0.082
H 0.742073 3.679056 5.350752 0.09 0.41 -0.14 0.054
H -0.499267 1.837166 -8.214522 -0.04 0.09 0.21 0.377
H 3.348453 3.476869 2.990303 -0.59 0.28 0.20 0.355
H 0.169080 2.225141 -3.149905 0.13 -0.91 0.08 0.294
H -2.237824 -3.663908 -5.199218 0.23 0.08 -0.20 0.481
H 0.251404 2.709251 7.472923 -0.22 -0.18 -0.07 0.344
H -3.246970 0.901447 2.976226 0.07 -0.25 -0.16 0.300
H 3.009698 -0.645422 0.414871 -0.12 0.32 0.04 0.099
H 0.833057 1.597933 1.379719 -0.03 0.31 -0.01 0.042
H 3.408054 4.626187 0.700790 0.31 -0.44 0.19 0.601
H 1.968676 6.402627 1.160357 0.02 -0.07 0.55 0.378
H -4.414508 1.007817 4.345411 -0.11 0.13 -0.29 0.391
H -3.080763 -7.809533 -3.249927 -0.19 0.21 -0.05 0.371
H -0.839935 1.636691 5.174068 -0.12 -0.35 -0.02 0.512
H 2.944462 6.075622 2.459034 -0.36 -0.19 -0.06 0.424
H 1.948190 3.638358 -2.677045 -0.01 0.03 0.38 0.404
H -0.943729 0.620547 -5.215819 0.04 -0.34 0.34 0.580
H -1.062351 -4.509345 1.979707 0.33 0.01 -0.52 0.432
H -1.834775 1.114427 -7.383940 -0.51 0.15 0.04 0.265
H 4.143994 -5.677053 0.583787 -0.07 -0.08 -0.45 0.472
H -0.085529 -2.645672 -4.258855 0.82 -0.25 0.05 0.410
H 1.876555 5.346739 -2.306534 -0.02 0.09 -0.17 0.509
H -2.910455 0.233735 4.662832 0.14 -0.14 -0.54 0.366